1.
DFT (ωB97M-V/def2-TZVPD) results for a single C3H4N2O molecule.

Geometry as XYZ:
```
10
Properties=species:S:1:pos:R:3:lowdin_charge:R:1
N 0.223 1.379 0.825 0.09
C -0.108 0.231 0.150 -0.35
C 0.889 -0.691 0.017 -0.11
O 0.615 -1.484 -1.027 -0.05
N -0.626 -1.186 -1.487 0.05
C -1.092 -0.193 -0.767 -0.08
H -0.476 1.833 1.413 0.10
H 1.188 1.084 1.035 0.10
H 1.478 -1.146 0.801 0.14
H -2.091 0.174 -0.960 0.12
```

Max |F|: 2.52 eV/Å
Gap between HOMO and LUMO: 9.39 eV
E_HOMO: -8.5 eV
DFT total energy: -301.3660 a.u.
2S+1: 1
Structure (SMILES): Nc1cnoc1
Charge: 0
ΔE to the lowest compared entry with this formula, charge and spin: 318.3 kJ/mol

=====

2.
DFT (ωB97M-V/def2-TZVPD) results for a molecular structure, C3H4N2O.

Geometry as XYZ:
```
10
Properties=species:S:1:pos:R:3:lowdin_charge:R:1
C -0.821 -0.151 -0.323 -0.20
C -0.162 -0.929 0.732 -0.11
N -0.099 0.516 1.007 0.10
N 0.073 0.486 -1.201 0.09
C 0.728 1.098 0.032 -0.50
O 1.550 1.949 0.057 0.14
H 0.645 -0.060 -1.835 0.12
H -1.889 -0.023 -0.421 0.13
H -0.791 -1.441 1.451 0.11
H 0.766 -1.444 0.500 0.12
```

Max |F|: 2.64 eV/Å
Gap between HOMO and LUMO: 11.17 eV
E_HOMO: -10.3 eV
DFT total energy: -301.3910 a.u.
2S+1: 1
Charge: 0
ΔE to the lowest compared entry with this formula, charge and spin: 252.6 kJ/mol

=====

3.
DFT (ωB97M-V/def2-TZVPD) results for a single C3H4N2O molecule.

Geometry as XYZ:
```
10
Properties=species:S:1:pos:R:3:lowdin_charge:R:1
N -1.325 -0.867 0.297 0.08
C -0.329 -0.035 -0.109 -0.37
C -0.091 1.244 -0.460 -0.06
O 1.219 1.516 -0.187 -0.07
N 1.863 0.405 0.244 0.06
C 0.968 -0.540 0.210 -0.14
H -0.672 -1.480 0.894 0.13
H -2.277 -0.781 -0.067 0.11
H -0.666 2.083 -0.812 0.12
H 1.311 -1.546 -0.010 0.13
```

Max |F|: 3.91 eV/Å
Gap between HOMO and LUMO: 9.24 eV
E_HOMO: -8.4 eV
DFT total energy: -301.3481 a.u.
2S+1: 1
Structure (SMILES): Nc1cnoc1
Charge: 0
ΔE to the lowest compared entry with this formula, charge and spin: 365.2 kJ/mol

=====

4.
DFT (ωB97M-V/def2-TZVPD) results for a single C3H4N2O molecule.

Geometry as XYZ:
```
10
Properties=species:S:1:pos:R:3:lowdin_charge:R:1
O 2.952 -0.521 -0.176 -0.04
C 0.813 -0.042 -0.657 -0.09
N 1.841 -0.628 -0.992 0.02
N -1.606 -1.070 0.562 0.09
C -1.458 0.164 0.292 -0.27
C -0.264 0.673 -0.407 -0.08
H 2.699 0.012 0.600 0.10
H -2.503 -1.222 1.024 0.05
H -2.201 0.937 0.532 0.11
H -0.272 1.696 -0.776 0.10
```

Max |F|: 0.90 eV/Å
Gap between HOMO and LUMO: 9.77 eV
E_HOMO: -9.7 eV
DFT total energy: -301.3366 a.u.
2S+1: 1
Structure (SMILES): [H]/N=C/C=C=NO
Charge: 0
ΔE to the lowest compared entry with this formula, charge and spin: 395.6 kJ/mol

=====

5.
DFT (ωB97M-V/def2-TZVPD) results for a single C3H4N2O molecule.

Geometry as XYZ:
```
10
Properties=species:S:1:pos:R:3:lowdin_charge:R:1
O -1.566 -1.541 0.938 0.06
C -0.618 -0.909 0.559 -0.51
C -0.760 0.545 0.143 -0.09
N 0.541 0.842 -0.427 0.03
C 1.241 -0.322 -0.392 -0.18
N 0.620 -1.367 0.061 0.13
H -1.581 0.063 -0.469 0.16
H -1.134 1.327 0.805 0.13
H 0.996 1.748 -0.473 0.14
H 2.265 -0.363 -0.762 0.13
```

Max |F|: 2.62 eV/Å
Gap between HOMO and LUMO: 9.94 eV
E_HOMO: -9.3 eV
DFT total energy: -301.4378 a.u.
2S+1: 1
Structure (SMILES): O=C1CNC=N1
Charge: 0
ΔE to the lowest compared entry with this formula, charge and spin: 129.7 kJ/mol

=====

6.
DFT (ωB97M-V/def2-TZVPD) results for a single C3H4N2O molecule.

Geometry as XYZ:
```
10
Properties=species:S:1:pos:R:3:lowdin_charge:R:1
O -1.619 -0.987 -0.380 -0.02
C 0.824 -0.981 0.289 0.01
C -0.545 -0.320 0.215 -0.43
C -0.270 1.035 -0.379 -0.09
N 0.980 1.272 -0.458 0.08
N 1.582 0.040 -0.030 -0.05
H -1.803 -1.777 0.144 0.10
H -0.735 -0.115 1.293 0.16
H -1.007 1.782 -0.653 0.12
H 2.593 0.051 -0.040 0.12
```

Max |F|: 0.54 eV/Å
Gap between HOMO and LUMO: 9.55 eV
E_HOMO: -9.1 eV
DFT total energy: -301.3563 a.u.
2S+1: 1
Charge: 0
ΔE to the lowest compared entry with this formula, charge and spin: 343.9 kJ/mol

=====

7.
DFT (ωB97M-V/def2-TZVPD) results for a single C3H4N2O molecule.

Geometry as XYZ:
```
10
Properties=species:S:1:pos:R:3:lowdin_charge:R:1
N -1.204 0.634 -0.558 0.04
C -0.294 -0.953 0.798 -0.24
N -0.496 -2.064 1.014 0.18
O 2.010 -0.929 -0.295 0.08
C 1.416 0.113 -0.383 -0.20
C 0.012 0.339 0.242 -0.32
H -1.946 0.906 0.094 0.09
H -1.568 -0.213 -1.013 0.09
H 1.859 0.996 -0.845 0.12
H 0.210 1.172 0.946 0.16
```

Max |F|: 1.99 eV/Å
Gap between HOMO and LUMO: 10.59 eV
E_HOMO: -10.3 eV
DFT total energy: -301.4129 a.u.
2S+1: 1
Structure (SMILES): N#C[C@H](N)C=O
Charge: 0
ΔE to the lowest compared entry with this formula, charge and spin: 195.3 kJ/mol

=====

8.
DFT (ωB97M-V/def2-TZVPD) results for a single C3H4N2O molecule.

Geometry as XYZ:
```
10
Properties=species:S:1:pos:R:3:lowdin_charge:R:1
N 2.396 0.130 0.214 0.12
C 1.159 -0.085 0.145 -0.31
O 0.347 0.867 -0.392 -0.05
C -1.032 0.606 -0.553 -0.17
C -1.565 -0.443 0.334 -0.20
N -1.957 -1.290 1.015 0.17
H 2.845 -0.666 0.664 0.05
H 0.627 -0.972 0.503 0.12
H -1.251 0.315 -1.587 0.14
H -1.569 1.536 -0.343 0.14
```

Max |F|: 1.13 eV/Å
Gap between HOMO and LUMO: 11.37 eV
E_HOMO: -10.7 eV
DFT total energy: -301.4218 a.u.
2S+1: 1
Structure (SMILES): [H]/N=C/OCC#N
Charge: 0
ΔE to the lowest compared entry with this formula, charge and spin: 171.7 kJ/mol